No. 1
Here is 2 unconnected molecules or ions with the total composition C21H17N3O4 in a non-equilibrium geometry from OMol25. Energies are from wB97M-V/def2-TZVPD.

Structure (XYZ):
```
45
Properties=species:S:1:pos:R:3:forces:R:3:lowdin_charge:R:1
O 5.937119 -1.536063 2.201705 0.33 1.65 -1.69 0.06
N 6.229722 -0.689987 1.329017 2.13 -1.92 1.26 -0.32
O 7.384955 -0.575903 0.858737 -2.00 -0.20 0.78 0.04
C 5.219928 0.197141 0.842237 -1.70 1.66 -1.01 -0.15
C 5.608881 1.226601 -0.038209 0.12 -0.50 0.38 -0.02
C 4.642707 2.094050 -0.541881 -0.37 -0.03 0.19 -0.08
C 3.297826 1.935355 -0.197939 0.23 -0.68 0.41 -0.04
C 2.874076 0.897052 0.689365 0.83 0.48 -0.51 -0.19
C 1.463277 0.776956 0.934446 -0.38 -0.03 0.00 -0.09
N 0.937848 -0.136830 1.795991 -0.74 -0.37 1.31 -0.41
O -0.328482 -0.337214 1.851186 1.06 0.53 -0.61 -0.06
O 1.689056 -0.760047 2.594784 -0.73 0.25 -0.89 -0.03
C 3.874468 0.047669 1.225827 0.57 -0.15 -0.12 0.07
H 6.662085 1.321686 -0.292091 -0.32 0.04 0.02 0.11
H 4.953809 2.915809 -1.190624 -0.15 -0.29 0.15 0.10
H 2.524161 2.596489 -0.590651 0.30 0.01 -0.01 0.10
H 0.767638 1.482799 0.478422 0.20 -0.23 0.53 0.10
H 3.578252 -0.717361 1.934579 0.25 0.16 -0.24 0.10
C 0.609037 -0.485676 -1.734023 1.24 -0.03 -0.34 -0.04
C -0.400495 0.428413 -1.202827 -1.82 -0.65 0.37 -0.02
N -1.582374 0.027270 -0.757252 1.78 0.38 -0.38 0.07
C -2.654020 0.903969 -0.450164 -1.34 0.30 0.22 -0.12
C -2.751044 2.259507 -0.702114 -0.23 0.01 0.16 0.01
C -3.983310 2.884155 -0.443531 0.06 -0.39 0.17 -0.06
C -5.070730 2.150932 0.064262 0.32 -0.20 -0.06 -0.06
C -4.965228 0.772488 0.299777 0.46 0.23 -0.14 0.01
C -3.749938 0.148167 0.021441 0.05 1.27 -0.23 -0.09
C -3.357005 -1.232488 0.010422 0.76 -0.99 -0.17 -0.09
C -2.026612 -1.299015 -0.482542 -1.07 -0.67 0.50 -0.11
C -1.391296 -2.514792 -0.637510 0.05 -0.32 0.00 0.01
C -2.101791 -3.683604 -0.310133 -0.22 0.40 0.08 -0.05
C -3.414986 -3.622366 0.179805 0.15 0.24 -0.10 -0.06
C -4.056396 -2.388978 0.347401 0.48 0.21 -0.19 0.01
H 1.393415 0.132843 -2.185790 -0.07 -0.27 0.10 0.10
H 1.094547 -1.090100 -0.957983 -0.25 0.14 -0.13 0.10
H 0.217127 -1.159211 -2.502237 -0.19 0.13 0.04 0.10
H -0.309910 1.497733 -1.377354 -0.03 -0.25 0.17 0.13
H -1.894310 2.800359 -1.093384 -0.29 0.18 0.05 0.11
H -4.104600 3.949417 -0.636990 0.10 -0.29 0.06 0.11
H -6.011682 2.660804 0.264287 0.23 -0.11 -0.06 0.11
H -5.793186 0.172671 0.674780 0.08 0.30 -0.11 0.12
H -0.369801 -2.559023 -0.990801 -0.25 -0.30 0.14 0.09
H -1.625534 -4.655279 -0.434417 -0.06 0.30 0.04 0.11
H -3.943081 -4.542327 0.427448 0.17 0.22 -0.06 0.11
H -5.074126 -2.294070 0.724530 0.25 -0.23 -0.07 0.12
```
Positions in Å, forces in eV/Å.

Computed properties:
HOMO = -6.970 eV
Orbital gap = 5.06 eV
Spin multiplicity = 1
Energy above the lowest of the compared OMol25 structures with the same formula, charge and spin = 177.1 kcal per mole



No. 2
Here is C21H17N3O4S in the gas phase in a non-equilibrium geometry from OMol25. Energies are from wB97M-V/def2-TZVPD.

Structure (XYZ):
```
46
Properties=species:S:1:pos:R:3:forces:R:3:lowdin_charge:R:1
O 3.210157 -1.078376 6.097362 0.08 0.64 -2.04 0.11
C 3.028480 -0.800945 4.930703 -1.17 -0.13 0.33 -0.35
C 2.454797 -1.755071 3.894431 1.43 -0.06 -0.04 0.06
C 2.383607 -1.457694 2.567344 -1.13 0.33 2.42 -0.20
C 1.897838 -2.592968 1.624239 1.38 0.98 -1.17 -0.38
S 0.055737 -2.563152 1.445145 -0.01 0.59 1.01 0.98
C -0.203774 -2.922286 -0.215026 0.99 -0.92 -1.19 -0.62
N 0.525660 -3.835470 -0.824877 0.33 0.16 3.96 0.05
N 0.229332 -3.746417 -2.083984 0.42 -0.70 -4.71 0.04
C -0.514496 -2.683475 -2.363962 -0.44 3.54 -0.19 -0.53
O -0.494042 -1.979129 -3.360290 -0.84 -0.80 -0.98 0.07
N -0.971647 -2.229297 -1.145845 -1.40 0.82 0.98 0.07
C -1.784938 -0.954381 -1.005520 -0.22 -0.29 2.27 -0.20
C -3.247911 -0.889434 -1.606507 -0.43 -1.17 0.49 -0.07
C -3.374643 0.503245 -2.149516 0.73 1.33 0.16 -0.16
C -4.492807 1.260628 -2.543095 0.27 0.88 -0.69 -0.02
C -4.294624 2.602281 -2.973821 -0.91 -0.54 -0.27 -0.09
C -3.025112 3.143418 -3.004379 -0.12 0.65 -0.43 -0.12
C -1.928311 2.464983 -2.537519 -0.53 -1.06 0.12 -0.04
C -2.124944 1.172242 -2.063087 0.67 -0.60 0.28 -0.15
C -1.018678 0.316196 -1.391383 -0.50 0.75 -0.56 -0.07
C 2.474087 0.006311 2.305236 0.72 -1.71 -1.46 -0.10
C 2.211784 0.424423 1.001855 -0.04 -0.73 -0.29 -0.07
C 2.199159 1.708009 0.663481 0.67 4.29 -0.94 -0.04
C 2.575226 2.752689 1.575751 -0.52 -2.70 -0.57 -0.27
O 2.669680 4.052507 1.138360 -1.04 0.00 2.00 0.04
C 2.862902 2.297430 2.870826 0.73 2.09 -0.07 0.06
C 2.915161 0.969241 3.243694 -1.53 -2.30 -0.79 -0.18
O 3.242782 0.556966 4.507074 -0.06 -0.72 0.31 0.10
H 2.287720 -2.795015 4.208880 0.16 0.68 0.27 0.13
H 2.432174 -2.448991 0.630625 -1.08 -0.26 0.96 0.10
H 2.200259 -3.598468 1.981685 -0.19 0.83 0.07 0.09
H 0.886023 -3.859573 -2.871716 0.05 -0.88 1.14 0.19
H -1.966951 -0.795356 0.095331 0.40 -0.84 -0.89 0.14
H -4.047949 -1.059612 -0.850921 0.81 0.28 0.15 0.12
H -3.486242 -1.748458 -2.247661 0.49 0.51 -0.68 0.12
H -5.521299 0.904824 -2.626706 0.43 -0.38 0.26 0.11
H -5.137581 3.223801 -3.384222 0.81 -0.92 0.63 0.12
H -2.845228 4.110896 -3.447914 -0.26 0.25 0.03 0.10
H -0.965890 2.921664 -2.638990 0.51 0.03 0.32 0.11
H -0.601453 0.841487 -0.477909 -0.37 -0.63 -1.09 0.13
H -0.218317 0.078247 -2.104574 -0.11 0.21 0.20 0.11
H 2.062466 -0.125203 0.072500 -0.23 -1.23 0.96 0.12
H 1.998030 1.937719 -0.392439 0.10 0.30 0.57 0.12
H 2.307875 4.594596 1.896466 0.79 -0.45 -1.30 0.14
H 3.155906 3.074968 3.560876 0.14 -0.12 0.47 0.13
```
Positions in Å, forces in eV/Å.

Computed properties:
HOMO = -8.741 eV
Orbital gap = 8.35 eV
Spin multiplicity = 1
Energy above the lowest of the compared OMol25 structures with the same formula, charge and spin = 36.1 kcal per mole
SMILES string = O=c1cc(CSc2n[nH]c(=O)n2C2Cc3ccccc3C2)c2ccc(O)cc2o1



No. 3
Here is a molecular structure, C21H17N4O4PtSe2 from OMol25. Energies are from wB97M-V/def2-TZVPD.

Structure (XYZ):
```
49
Properties=species:S:1:pos:R:3:forces:R:3:lowdin_charge:R:1
Pt -0.250232 0.059129 -0.372989 -0.06 0.29 -0.05 1.12
O -3.581875 2.288668 0.113777 -0.03 0.01 0.11 0.06
C -2.488953 1.770528 -0.004418 0.02 -0.11 -0.26 -0.59
O -2.244464 0.497356 -0.093370 -0.02 0.02 0.00 -0.19
C -1.255154 2.662287 -0.115864 -0.03 -0.01 0.12 -0.16
C -1.179794 4.031503 0.032947 0.02 0.06 0.01 0.02
C 0.073473 4.632821 -0.049757 -0.01 0.00 0.00 -0.03
C 1.219373 3.873604 -0.267112 -0.01 0.01 0.05 0.02
C 1.076329 2.508017 -0.405851 0.07 0.01 0.06 -0.17
N -0.140714 1.984405 -0.345938 -0.04 -0.17 -0.17 -0.06
C 2.180066 1.475660 -0.619690 -0.15 -0.12 -0.29 -0.58
O 3.323937 1.845406 -0.768731 0.08 0.01 0.07 0.07
O 1.758800 0.238821 -0.695052 0.05 0.09 0.10 -0.21
H -2.086370 4.588112 0.222891 0.01 0.01 0.01 0.12
H 0.159690 5.704778 0.074627 0.00 0.00 0.00 0.11
H 2.210231 4.302443 -0.309347 -0.01 0.02 0.00 0.12
Se -3.286296 -3.903730 -1.296278 -0.22 -0.09 -0.15 1.13
N -2.199164 -4.975146 -0.396534 0.07 -0.02 0.11 -0.24
C -1.171784 -4.232163 -0.044143 0.13 -0.13 0.07 -0.39
C -0.035322 -4.692287 0.702291 -0.23 -0.04 -0.11 0.00
C 0.939664 -3.801810 0.955761 0.13 0.23 0.02 -0.02
C 0.825769 -2.437092 0.514692 0.17 -0.02 0.24 -0.12
N -0.187540 -1.973169 -0.156808 -0.37 -0.22 -0.15 -0.07
C -1.211156 -2.852974 -0.471687 0.18 0.16 -0.01 -0.43
N -2.253375 -2.484726 -1.171622 0.11 0.14 0.07 -0.21
H 0.010572 -5.717714 1.042351 -0.04 -0.01 -0.03 0.12
H 1.817482 -4.078926 1.522065 0.01 0.06 0.00 0.11
H 1.585349 -1.706480 0.770660 0.04 -0.09 0.01 0.07
C -0.353597 -0.489043 8.775287 0.00 0.01 -0.03 -0.08
C -0.151034 -0.287495 7.294385 0.01 -0.01 0.03 -0.30
C -0.795232 0.729044 6.603344 -0.01 0.01 -0.02 -0.04
C -0.607912 0.932466 5.239250 -0.02 0.02 0.01 -0.32
C -1.353191 2.048438 4.562816 0.00 0.00 0.02 -0.12
C 0.264897 0.101165 4.507963 0.00 0.01 0.00 -0.58
Se 0.533016 0.419341 2.637321 0.10 -0.12 0.19 0.60
C 0.906023 -0.944769 5.200792 0.02 -0.02 0.01 -0.31
C 1.836706 -1.916439 4.517702 0.00 0.02 0.01 -0.10
C 0.691297 -1.113909 6.565505 -0.01 -0.03 0.00 -0.05
H -1.049412 0.249244 9.176895 0.00 0.00 0.00 0.06
H 0.586494 -0.392703 9.324828 0.00 0.00 0.00 0.07
H -0.756792 -1.480685 8.996949 0.00 0.00 -0.01 0.07
H -1.470917 1.388677 7.142116 0.00 0.00 -0.01 0.10
H -1.983523 2.579821 5.279821 0.00 0.00 -0.02 0.06
H -1.974816 1.663582 3.751301 0.00 -0.01 0.01 0.06
H -0.660073 2.752022 4.096217 0.00 0.00 0.01 0.05
H 1.843678 -1.741876 3.444163 -0.01 0.00 0.00 -0.01
H 1.526362 -2.946587 4.717780 0.01 0.00 0.00 0.07
H 2.861007 -1.803454 4.885059 -0.01 0.01 0.00 0.08
H 1.204473 -1.927562 7.075038 0.00 0.00 -0.01 0.11
```
Positions in Å, forces in eV/Å.

Computed properties:
Net charge = -1
HOMO = -3.245 eV
Orbital gap = 4.02 eV
Spin multiplicity = 1
Energy above the lowest of the compared OMol25 structures with the same formula, charge and spin = 22.2 kcal per mole